[1]
The following is a quantum chemistry calculation of the molecule C7H10, from the Open Molecules 2025 dataset.

The electronic energy comes out at -272.51713 Eh. The value obtained for the HOMO energy is -8.57 eV. The calculation puts the LUMO energy at 0.235 eV. The value obtained for the relative energy (zero: lowest compared OMol25 entry of this formula, charge and spin) is 5.4661 eV. The value obtained for the orbital gap is 8.800 eV. Its spin multiplicity is 1.

Bonds (Å) are listed after each position.
Geometry (Å):
1 C 0.272 -1.264 -1.493  C2 1.507, H8 1.094, H9 1.096, H10 1.093
2 C 0.804 -0.941 -0.121  C1 1.507, C3 1.503, C7 1.505, H11 1.093
3 C 1.126 0.426 0.414  C2 1.503, C4 1.521, C7 1.513, H12 1.086
4 C 0.195 1.511 -0.105  C3 1.521, C5 1.556, H13 1.096, H14 1.092
5 C -1.051 0.733 0.407  C4 1.556, C6 1.457, C7 1.610, H15 1.103
6 C -1.618 1.023 1.718  C5 1.457, H16 1.120
7 C -0.029 -0.364 0.992  C2 1.505, C3 1.513, C5 1.610, H17 1.090
8 H 1.075 -1.252 -2.235  C1 1.094
9 H -0.190 -2.258 -1.504  C1 1.096
10 H -0.489 -0.544 -1.804  C1 1.093
11 H 1.517 -1.685 0.247  C2 1.093
12 H 2.080 0.627 0.892  C3 1.086
13 H 0.228 1.677 -1.188  C4 1.096
14 H 0.327 2.461 0.418  C4 1.092
15 H -1.777 0.458 -0.378  C5 1.103
16 H -2.422 0.245 1.773  C6 1.120
17 H -0.054 -0.849 1.967  C7 1.090

[2]
The following is a quantum chemistry calculation of a cluster of 2 separate species, C24H23N3O3 in total, from the Open Molecules 2025 dataset.

The electronic energy comes out at -1318.14121 Eh. The value obtained for the HOMO energy is -6.38 eV. The calculation puts the LUMO energy at -2.033 eV. The value obtained for the relative energy (zero: lowest compared OMol25 entry of this formula, charge and spin) is 7.2579 eV. The value obtained for the orbital gap is 4.344 eV. Its spin multiplicity is 1.

Bonds (Å) are listed after each position.
Geometry (Å):
1 O -0.595 -1.480 -1.247  C2 1.247
2 C -1.104 -2.563 -1.600  O1 1.247, C3 1.492, C10 1.451
3 C -0.321 -3.822 -1.768  C2 1.492, N4 1.430, C7 1.394
4 N 1.107 -3.787 -1.707  C3 1.430, O5 1.260, O6 1.247
5 O 1.705 -4.883 -1.873  N4 1.260
6 O 1.719 -2.719 -1.502  N4 1.247
7 C -0.948 -5.061 -1.883  C3 1.394, C8 1.393, H11 1.090
8 C -2.337 -5.152 -1.919  C7 1.393, C9 1.410, H12 1.091
9 C -3.117 -3.977 -1.902  C8 1.410, C10 1.380, H13 1.093
10 C -2.528 -2.731 -1.828  C2 1.451, C9 1.380, H14 1.091
11 H -0.313 -5.946 -1.933  C7 1.090
12 H -2.807 -6.135 -1.973  C8 1.091
13 H -4.206 -4.051 -1.955  C9 1.093
14 H -3.124 -1.818 -1.848  C10 1.091
15 C 1.176 5.572 -3.348  N16 1.446, H35 1.095, H36 1.100, H37 1.101
16 N 1.254 5.281 -1.933  C15 1.446, C17 1.447, C18 1.398
17 C 2.043 6.222 -1.170  N16 1.447, H38 1.095, H39 1.101, H40 1.100
18 C 0.684 4.133 -1.374  N16 1.398, C19 1.415, C34 1.419
19 C 1.422 2.928 -1.290  C18 1.415, C20 1.382, H41 1.093
20 C 0.859 1.800 -0.725  C19 1.382, C21 1.414, H42 1.090
21 C -0.459 1.809 -0.214  C20 1.414, C22 1.432, C33 1.423
22 C -0.977 0.639 0.429  C21 1.432, C23 1.386, H43 1.089
23 C -0.229 -0.107 1.327  C22 1.386, C24 1.459, C32 1.426
24 C -0.697 -1.312 2.003  C23 1.459, C25 1.385, C29 1.410
25 C -1.890 -2.014 1.964  C24 1.385, C26 1.406, H44 1.090
26 C -2.049 -3.112 2.828  C25 1.406, C27 1.406, H45 1.091
27 C -1.035 -3.477 3.732  C26 1.406, C28 1.405, H46 1.090
28 C 0.177 -2.767 3.781  C27 1.405, C29 1.386, H47 1.088
29 C 0.319 -1.710 2.896  C24 1.410, C28 1.386, N30 1.401
30 N 1.371 -0.791 2.791  C29 1.401, C31 1.449, C32 1.359
31 C 2.571 -0.808 3.604  N30 1.449, H48 1.092, H49 1.098, H50 1.099
32 C 1.069 0.151 1.859  C23 1.426, N30 1.359, H51 1.087
33 C -1.213 3.010 -0.345  C21 1.423, C34 1.382, H52 1.092
34 C -0.651 4.147 -0.895  C18 1.419, C33 1.382, H53 1.094
35 H 0.577 4.809 -3.855  C15 1.095
36 H 0.715 6.558 -3.505  C15 1.100
37 H 2.183 5.596 -3.792  C15 1.101
38 H 2.073 5.923 -0.116  C17 1.095
39 H 3.071 6.271 -1.561  C17 1.101
40 H 1.607 7.230 -1.247  C17 1.100
41 H 2.445 2.913 -1.674  C19 1.093
42 H 1.420 0.867 -0.684  C20 1.090
43 H -2.045 0.429 0.372  C22 1.089
44 H -2.666 -1.691 1.270  C25 1.090
45 H -2.979 -3.680 2.802  C26 1.091
46 H -1.191 -4.322 4.402  C27 1.090
47 H 0.980 -3.011 4.473  C28 1.088
48 H 2.513 -1.657 4.289  C31 1.092
49 H 3.464 -0.909 2.974  C31 1.098
50 H 2.665 0.118 4.187  C31 1.099
51 H 1.740 0.971 1.619  C32 1.087
52 H -2.239 3.032 0.028  C33 1.092
53 H -1.210 5.084 -0.966  C34 1.094